1.
ORCA calculation (ωB97M-V with the def2-TZVPD basis set) on the ion C8H18N4S with charge +2 in a non-equilibrium geometry.

Cartesian coordinates (Å):
H -3.307 -2.149 -0.024
C -1.088 1.106 0.733
H -0.566 1.306 1.740
S 1.848 2.588 1.150
H 1.502 -1.899 -2.294
N 2.364 0.819 -0.822
C 0.754 -1.896 -0.362
H 3.051 -0.339 -2.231
H 3.376 2.030 2.768
H -2.088 -0.468 -1.613
N 1.019 -1.499 0.785
C 3.405 1.835 1.725
C 1.376 1.379 0.016
H -1.433 -0.952 0.923
H -2.933 0.149 1.338
H -1.568 2.102 0.411
H -0.144 -2.525 -0.802
H 0.569 -2.022 1.600
H -3.310 0.546 -0.741
C 2.211 -0.282 -1.537
C -1.995 -0.055 0.589
N 0.135 0.916 -0.092
H 4.301 2.223 1.284
H -4.659 -0.834 -0.130
C -2.721 -0.253 -0.741
N 1.436 -1.301 -1.463
H 3.361 0.808 1.452
H -0.074 0.250 -0.801
H 3.198 1.488 -0.891
H -4.188 -1.781 -1.413
C -3.830 -1.291 -0.558

* multiplicity: 1
* LUMO level: -9.1 eV
* Kohn-Sham gap: 8.172 eV
* charge: +2
* relative energy (zero: lowest compared OMol25 entry of this formula, charge and spin): 0.0 kcal/mol


2.
ORCA calculation (ωB97M-V with the def2-TZVPD basis set) on a cluster of 2 separate species, C8H18N5O in total in a non-equilibrium geometry.

Cartesian coordinates (Å):
H -0.254 1.890 0.924
C 3.727 0.141 -1.356
H 0.213 0.399 0.577
H -2.025 -0.859 1.627
H 1.904 1.373 1.275
H 3.614 1.010 1.492
O 0.583 -1.953 -2.110
C 2.858 -0.120 -0.109
H 3.450 1.110 -1.967
C 2.773 1.079 0.804
H -1.839 0.789 -0.899
H -3.265 1.723 1.657
N -4.300 0.976 0.000
H 2.751 -1.371 1.539
H -3.698 -2.027 0.352
N -1.869 0.756 0.149
H 3.026 1.950 0.072
H -4.741 -0.515 -1.625
H 4.799 0.039 -1.252
C -3.285 0.978 0.854
N -3.410 -1.246 -0.091
H -4.758 1.831 -0.317
C -4.572 -0.387 -0.532
H 3.385 -0.671 -2.005
N 1.493 -0.295 -0.681
H 3.287 -2.507 0.174
H -5.571 -0.803 -0.117
C -2.623 -0.443 0.783
H 4.461 -1.196 0.800
C 1.110 -1.178 -1.420
N -0.617 0.923 0.827
C 3.392 -1.396 0.573

* multiplicity: 1
* LUMO level: -2.4 eV
* Kohn-Sham gap: 10.694 eV
* charge: +1
* relative energy (zero: lowest compared OMol25 entry of this formula, charge and spin): 9.2 kcal/mol


3.
ORCA calculation (ωB97M-V with the def2-TZVPD basis set) on the ion C8H18NO2S with charge +1 in a non-equilibrium geometry.

Cartesian coordinates (Å):
H 0.230 3.727 -0.694
O -0.026 0.913 -1.068
H -0.502 -1.157 -0.605
C 0.129 -1.928 2.219
H -0.118 -2.652 3.080
H -0.889 1.901 -3.550
H 0.529 2.823 -2.888
H 2.588 0.241 -0.172
H -2.064 -1.427 1.917
C 1.281 -2.537 1.450
H 1.708 -1.064 -0.984
N -0.804 -0.813 0.298
C 2.317 -1.483 0.995
H -1.550 -2.549 0.981
H 1.000 -3.252 0.614
H -0.991 3.549 -2.784
H -2.688 2.722 -0.577
C -0.761 2.137 -1.268
C -0.542 2.550 -2.748
H 1.844 -3.289 2.151
O -0.373 3.032 -0.274
C -1.092 -1.644 1.394
H -2.488 1.015 -0.423
H 3.228 -2.107 0.735
C -2.287 1.829 -1.014
H 0.404 -1.048 2.833
C 1.891 -0.547 -0.062
H 2.654 -1.006 1.952
H -2.953 1.674 -1.928
S 0.326 0.391 0.421

* multiplicity: 1
* LUMO level: -3.2 eV
* Kohn-Sham gap: 10.646 eV
* charge: +1
* relative energy (zero: lowest compared OMol25 entry of this formula, charge and spin): 8.4 kcal/mol


4.
ORCA calculation (ωB97M-V with the def2-TZVPD basis set) on a structure of composition C8H19AgNO8P2 in a non-equilibrium geometry.

Cartesian coordinates (Å):
C 3.044 -2.144 1.447
N -3.248 0.383 -1.361
O 2.130 -1.510 -0.801
O -2.900 -1.961 0.794
O -4.549 -0.107 0.574
C -4.103 0.806 -0.287
C 0.482 0.131 -2.080
H 1.206 2.680 1.243
O -2.451 0.294 1.976
H 0.929 -0.515 -2.830
H 0.416 1.138 -2.473
H 2.994 -1.251 2.057
Ag -0.125 -2.132 0.546
H 2.093 -2.676 1.535
C 2.272 2.708 1.038
P 1.543 -0.036 -0.616
C -0.902 -0.442 -1.731
H 1.723 2.732 -1.067
O 0.674 -0.002 0.597
H -1.584 1.584 -1.673
O 2.758 0.927 -0.637
H 2.619 3.711 1.245
H -3.450 -2.100 0.011
H -0.753 -1.201 -0.954
P -3.449 -0.714 1.643
H -3.925 -0.969 3.649
O -4.282 -1.299 2.807
H 2.710 1.969 1.696
H 4.108 -1.128 -0.146
O -4.368 1.976 -0.277
C 2.508 2.356 -0.418
C 3.321 -1.861 -0.016
H 3.420 2.840 -0.739
C -1.812 0.662 -1.142
H -3.557 0.769 -2.259
H 3.840 -2.783 1.807
H -1.627 0.763 -0.078
H 3.690 -2.774 -0.463
H -1.392 -0.823 -2.620

* multiplicity: 2
* LUMO level (spin up / spin down): -7.3 / -11.7 eV
* Kohn-Sham gap (spin up / spin down): 9.760 / 5.375 eV
* charge: +2


5.
ORCA calculation (ωB97M-V with the def2-TZVPD basis set) on a structure of composition C8H19N2O11S2 in a non-equilibrium geometry.

Cartesian coordinates (Å):
H 2.014 3.675 -7.546
S -0.973 -3.585 0.833
C 1.541 0.148 5.605
C 1.015 3.253 -7.487
H 0.407 -2.103 5.194
H -2.800 2.920 -4.627
H -3.162 0.606 -3.681
H 3.405 -2.618 4.838
H 2.093 3.174 6.517
C 2.382 -2.571 4.460
H 0.760 2.597 5.485
O 1.818 -0.983 6.242
O -1.416 2.643 -6.682
H 1.013 2.249 -7.908
H 2.347 -1.839 3.656
O -1.880 -1.055 -1.700
H -2.207 0.544 -5.169
H -2.073 2.723 -3.030
C -2.033 2.386 -4.064
C 1.425 -2.199 5.568
O -1.291 -4.993 0.835
N -0.908 -3.111 -0.692
N -2.330 -2.862 1.529
H -2.544 -1.996 1.046
C 1.802 2.450 5.762
O -0.641 -0.754 0.339
S -0.705 -1.567 -1.042
H 1.431 -2.953 6.353
H 0.314 3.880 -8.035
H 2.432 2.561 4.881
H -3.077 -3.522 1.348
H 2.109 -3.538 4.041
H -1.421 0.378 -3.596
O 1.996 1.165 6.354
O -0.732 2.805 -4.531
O 0.166 -3.181 1.614
O 0.972 0.266 4.554
C -0.578 2.854 -5.843
H 0.296 -0.608 0.511
C -2.214 0.888 -4.134
O 0.688 3.212 -6.100
O 0.557 -1.337 -1.701

* multiplicity: 1
* LUMO level: 2.6 eV
* Kohn-Sham gap: 8.247 eV
* charge: -1


6.
ORCA calculation (ωB97M-V with the def2-TZVPD basis set) on a cluster of 2 separate species, C8H19N2O2 in total in a non-equilibrium geometry.

Cartesian coordinates (Å):
C 1.150 0.480 0.159
H 2.859 1.989 -0.632
H -1.481 -0.529 2.739
H 1.736 -0.237 0.772
H 2.695 -0.274 -1.342
O 2.556 1.704 -1.497
H -1.511 -2.862 4.727
H -0.736 0.611 -3.707
H -1.054 0.789 0.110
H -0.047 -1.585 -1.456
C 1.869 0.473 -1.257
H -1.213 -0.472 -1.832
H -2.079 -2.160 2.383
N -0.264 -0.589 -1.464
C -1.374 -1.585 2.993
N -1.026 2.582 -1.827
H 0.852 1.156 -4.242
H -2.649 -1.501 4.735
C 0.811 0.013 -2.329
H -0.387 -0.903 0.643
C -0.332 -0.026 -0.067
H -0.927 -1.242 5.072
C -0.093 2.400 -2.674
H 1.284 -0.863 -2.811
H -1.016 3.566 -1.551
O -0.045 -1.984 2.657
H 0.551 3.261 -2.963
H 0.040 -2.917 2.875
H 1.240 1.469 0.650
C -1.637 -1.808 4.468
C 0.227 1.043 -3.333

* multiplicity: 1
* LUMO level: -3.1 eV
* Kohn-Sham gap: 10.311 eV
* charge: +1
* relative energy (zero: lowest compared OMol25 entry of this formula, charge and spin): 14.0 kcal/mol


- What is the multiplicity in the fourth record?
  2